[1]
ORCA calculation (ωB97M-V/def2-TZVPD) on a cluster of 2 separate species, C2H8N2O2 in total in a non-equilibrium geometry.

XYZ file:
```
14
Properties=species:S:1:pos:R:3:forces:R:3:mulliken_charge:R:1
C -1.137642 -1.307721 -0.299970 0.25 -0.05 -0.04 -0.97
C -0.936182 -0.047639 0.459182 -0.13 0.76 -0.60 0.09
O -0.920534 2.197617 0.744583 0.04 -0.27 -0.25 -0.41
N -0.863115 1.111559 -0.178977 -0.23 -0.54 0.84 -0.27
H -1.332328 2.899571 0.223981 0.10 -0.09 0.05 0.35
H -1.061497 -0.032110 1.538389 -0.04 0.08 -0.05 0.43
H -0.569835 -2.119046 0.156846 -0.04 0.06 -0.02 0.28
H -0.825822 -1.192058 -1.337199 -0.02 0.03 0.07 0.26
H -2.198645 -1.585535 -0.278260 0.06 0.10 0.05 0.34
N 2.596485 -0.055727 -0.269313 0.22 0.02 -0.26 -0.45
O 1.235312 0.172783 -0.113255 -0.72 0.26 0.14 -0.52
H 0.262517 1.041757 -0.579921 0.80 -0.59 0.08 0.46
H 2.728570 -0.961759 -0.719437 -0.13 0.11 0.04 0.19
H 3.022718 -0.121690 0.653351 -0.17 0.12 -0.05 0.21
```
Positions in Å, forces in eV/Å.

Summary:
2S+1: 1
HOMO in eV: -7.77
Orbital gap in eV: 8.38
E in Ha: -340.7920

[2]
ORCA calculation (ωB97M-V/def2-TZVPD) on a cluster of 2 separate species, C2H8N2O2 in total in a non-equilibrium geometry.

XYZ file:
```
14
Properties=species:S:1:pos:R:3:forces:R:3:mulliken_charge:R:1
N 1.208252 1.166253 0.915294 -1.08 -0.10 0.15 -0.65
C -0.176605 1.629215 0.584888 1.42 0.84 -0.59 -0.22
O -1.116639 1.646821 1.633579 0.90 -1.19 0.35 -0.47
H 1.168650 0.393478 1.577459 0.04 -0.09 -0.08 0.26
H 1.458584 0.729745 0.033966 0.70 -0.20 0.25 0.28
H -0.457667 1.074272 -0.327464 -0.86 0.09 0.50 0.21
H -0.005819 2.665331 0.308070 -0.43 0.22 -0.32 0.27
H -0.715475 1.088079 2.328103 -0.62 0.43 -0.25 0.33
C 0.121801 -1.555957 -1.518255 -1.39 -0.22 -0.86 0.04
N -1.145967 -1.532647 -0.896235 1.49 0.77 0.40 -0.42
O 1.213205 -1.489542 -1.032163 -0.09 0.54 0.18 -0.48
H -0.124036 -1.617645 -2.599571 0.93 -0.32 -0.10 0.36
H -1.083861 -1.169397 0.051714 -0.26 -0.72 0.14 0.21
H -1.533529 -2.452403 -1.022220 -0.74 -0.05 0.22 0.27
```
Positions in Å, forces in eV/Å.

Summary:
SMILES string: NC=O.NCO
2S+1: 1
HOMO in eV: -9.45
Orbital gap in eV: 10.21
E in Ha: -340.9556

[3]
ORCA calculation (ωB97M-V/def2-TZVPD) on a structure of composition C2H8N2O2 in a non-equilibrium geometry.

XYZ file:
```
14
Properties=species:S:1:pos:R:3:forces:R:3:mulliken_charge:R:1
C -0.573796 -0.406502 -0.078553 -0.17 1.41 1.05 0.83
C 0.258587 0.752190 0.411411 3.57 -0.53 -2.02 -0.56
N 1.761524 0.369311 -0.602185 -2.48 -1.32 0.68 -0.69
N -1.781667 0.344240 0.439481 -0.77 -0.90 -0.50 -0.57
O -0.278713 -1.525675 0.768732 -0.25 0.10 -0.04 -0.54
O -0.456821 -0.650945 -1.357948 0.34 0.11 -0.13 -0.83
H -0.583729 -2.292409 0.266117 0.06 0.06 -0.02 0.32
H 1.033169 -0.231833 -1.403401 0.16 1.48 1.27 0.44
H 2.227724 -0.388078 -0.114592 0.24 0.15 0.11 0.28
H 2.403666 1.137465 -0.753714 -0.24 -0.09 -0.42 0.25
H -2.471281 0.467523 -0.292179 -0.10 -0.10 0.17 0.23
H -2.158036 -0.026695 1.301212 -0.13 -0.29 -0.26 0.22
H 0.563422 0.736026 1.452438 -0.05 0.11 -0.04 0.31
H 0.055951 1.715383 -0.036821 -0.19 -0.19 0.15 0.29
```
Positions in Å, forces in eV/Å.

Summary:
2S+1: 1
HOMO in eV: -8.94
Orbital gap in eV: 9.69
E in Ha: -340.9135

[4]
ORCA calculation (ωB97M-V/def2-TZVPD) on a structure of composition C2H8N2O2 in a non-equilibrium geometry.

XYZ file:
```
14
Properties=species:S:1:pos:R:3:forces:R:3:mulliken_charge:R:1
N 0.192776 -2.206932 -1.296231 -0.36 0.14 0.56 -0.82
C -0.679939 0.354496 -0.315999 -1.22 1.18 -0.20 -0.54
C 0.283441 0.234320 0.763136 0.85 -0.49 0.59 0.74
N 0.830092 -0.935937 0.791353 0.09 0.36 -0.20 -0.45
O 0.586838 1.173023 1.544672 0.03 0.33 0.23 -0.62
H 0.829638 -2.317449 -2.106781 -0.71 0.06 0.96 0.13
H -0.460624 -2.990231 -1.205081 0.45 0.35 -0.37 0.14
H -0.585452 -0.278518 -1.192037 0.55 -0.10 -0.38 0.54
H -1.487658 1.078369 -0.232255 -0.27 -0.39 0.23 0.33
H 0.479979 -1.647874 -0.191473 0.64 -1.64 -1.93 0.39
H 1.625592 -0.947109 1.397298 0.28 -0.51 0.83 0.23
H -0.081088 2.097106 1.131552 -1.00 1.30 -0.64 0.47
H -0.660199 3.662868 0.428081 0.09 -0.24 -0.08 0.24
O -0.873397 2.723868 0.483765 0.58 -0.36 0.40 -0.80
```
Positions in Å, forces in eV/Å.

Summary:
2S+1: 1
HOMO in eV: -8.69
Orbital gap in eV: 5.45
E in Ha: -340.8014

[5]
ORCA calculation (ωB97M-V/def2-TZVPD) on an isolated molecule of C2H8N2O2S2 in a non-equilibrium geometry.

XYZ file:
```
16
Properties=species:S:1:pos:R:3:forces:R:3:mulliken_charge:R:1
C 1.731850 1.363742 1.179745 -2.00 -2.35 -0.63 -1.61
C 1.090637 0.311708 0.271265 -0.95 0.70 -0.72 0.34
N -2.848370 0.696808 -0.848850 -0.58 1.44 -0.89 -0.45
N 0.754159 -2.056099 -0.717145 1.53 0.46 0.50 -0.46
O -0.398889 0.363303 0.108830 5.90 1.23 0.39 -0.26
O -2.272590 -1.634050 -0.166074 0.19 -6.82 -2.67 -0.51
S -2.247132 -0.330257 0.293705 -3.77 5.10 3.59 0.44
S 1.707824 -1.422250 0.584858 -1.71 1.54 -1.02 -0.05
H 2.674487 1.633570 0.933378 3.25 0.17 -1.02 0.44
H 1.248593 2.254058 1.213236 -2.14 2.74 -0.74 0.48
H 1.686212 1.136925 2.182769 0.22 -1.31 2.36 0.45
H 1.217128 0.665862 -0.799934 0.47 -0.87 0.65 0.21
H -3.035377 0.439430 -1.810510 0.13 -0.54 0.33 0.25
H -2.554316 1.672191 -0.789405 0.12 -0.54 0.17 0.25
H -0.144898 -2.417683 -0.453630 -0.18 -0.39 0.18 0.23
H 1.390681 -2.677265 -1.182231 -0.49 -0.56 -0.47 0.26
```
Positions in Å, forces in eV/Å.

Summary:
2S+1: 3
HOMO (spin up / spin down) in eV: -5.56 / -9.01
Orbital gap (spin up / spin down) in eV: 6.36 / 6.80
E in Ha: -1137.1305

[6]
ORCA calculation (ωB97M-V/def2-TZVPD) on a cluster of 2 separate species, C2H8N2O3P in total in a non-equilibrium geometry.

XYZ file:
```
16
Properties=species:S:1:pos:R:3:forces:R:3:mulliken_charge:R:1
C 1.674411 1.008266 0.415331 -0.24 3.18 0.82 -0.79
C -0.674170 -0.868848 0.660168 1.58 -0.03 0.97 -0.41
N 1.094490 2.083691 -0.291311 1.31 -1.90 -0.21 -0.36
N -0.549860 -2.094567 -0.052938 -2.46 1.29 3.17 -0.52
O -3.319031 -0.203830 0.116871 1.71 -1.13 -1.56 -0.58
O -1.329791 0.413983 -1.526292 -0.62 0.09 1.99 -0.77
O -1.842252 1.634612 0.788170 0.64 0.29 0.28 -0.81
P -1.725491 0.397937 -0.034175 -1.10 0.00 -1.94 0.88
H 2.034141 0.201645 -0.179496 0.34 -0.53 -0.01 0.37
H 2.092607 1.396973 1.372804 0.09 -1.14 -0.79 0.32
H 0.226305 -0.531058 1.308295 -1.86 -0.88 -1.15 0.50
H 0.459607 1.753623 -0.997284 -0.66 0.59 -0.24 0.25
H 1.006642 2.982922 0.130691 -0.57 -0.08 0.18 0.20
H -1.301016 -2.216770 -0.674576 -0.89 -0.09 -0.99 0.24
H 0.277451 -2.238652 -0.480679 3.35 -0.56 -1.61 0.20
H -3.653534 0.371355 0.774974 -0.63 0.91 1.09 0.27
```
Positions in Å, forces in eV/Å.

Summary:
2S+1: 1
Charge: -1
HOMO (spin up / spin down) in eV: -2.86 / -3.12
Orbital gap (spin up / spin down) in eV: 7.00 / 7.22
E in Ha: -757.6199

[7]
ORCA calculation (ωB97M-V/def2-TZVPD) on the ion C2H8N2OP with charge -1 in a non-equilibrium geometry.

XYZ file:
```
14
Properties=species:S:1:pos:R:3:forces:R:3:mulliken_charge:R:1
C -1.100837 1.673051 0.005236 0.37 -0.38 -0.34 -0.80
C -0.777327 -0.652833 0.865954 -0.46 2.53 0.55 -0.81
N 3.066043 -0.988253 -0.252336 3.31 -1.61 -1.68 -0.54
N -0.730922 0.300567 -0.298318 0.66 -1.76 0.11 -0.10
O 1.774617 -0.596359 -0.112821 -4.49 0.93 -0.56 -0.48
P 0.617952 -0.023997 -1.345770 0.96 -0.92 0.98 -0.02
H -2.080377 1.627829 0.603972 1.32 0.61 -1.07 0.29
H -0.278231 2.145470 0.563759 -0.48 0.30 0.45 0.30
H -1.109968 2.212749 -0.983487 -0.67 -0.30 1.06 0.28
H -1.513360 -0.146830 1.522957 0.28 -0.47 0.21 0.33
H -1.258609 -1.577406 0.583945 0.51 -0.55 -0.21 0.27
H 0.205280 -0.698689 1.413039 -1.03 -0.46 -0.73 0.30
H 3.117679 -1.946373 -0.779655 -0.75 1.50 0.93 0.00
H 0.068059 -1.328925 -1.786474 0.48 0.56 0.31 -0.02
```
Positions in Å, forces in eV/Å.

Summary:
SMILES string: CN(C)PO[NH-]
2S+1: 1
Charge: -1
HOMO in eV: -0.94
Orbital gap in eV: 4.81
E in Ha: -606.9714

[8]
ORCA calculation (ωB97M-V/def2-TZVPD) on a structure of composition C2H8N2P in a non-equilibrium geometry.

XYZ file:
```
13
Properties=species:S:1:pos:R:3:forces:R:3:mulliken_charge:R:1
C -0.025990 -1.094971 -0.140243 0.98 -3.38 -0.66 -0.47
C -0.647191 1.443767 0.245238 1.26 0.78 0.26 -0.76
N 1.193312 -0.718112 0.403861 -2.37 -0.75 -1.38 -0.19
N -1.285948 0.230992 0.054517 2.60 0.21 1.07 -0.21
P 2.168400 0.538823 -0.178695 -0.42 -0.03 -0.54 0.11
H 0.136271 -1.273607 -1.254657 -1.07 0.73 1.21 0.32
H -0.555106 -2.035948 0.371147 1.27 2.17 -1.03 0.37
H -0.571629 1.974221 -0.674518 0.22 1.08 0.04 0.42
H -0.364767 1.815965 1.310239 -0.83 -0.77 -2.36 0.33
H 1.146891 -1.001396 1.339337 0.98 0.20 1.95 0.32
H -1.726202 0.023568 -0.833528 -0.84 0.42 0.40 0.34
H -1.671914 0.027388 0.956097 -1.25 -1.16 -0.17 0.35
H 2.203877 0.069308 -1.598797 -0.54 0.51 1.21 0.09
```
Positions in Å, forces in eV/Å.

Summary:
2S+1: 1
Charge: +1
HOMO (spin up / spin down) in eV: -13.01 / -12.50
Orbital gap (spin up / spin down) in eV: 8.00 / 7.35
E in Ha: -531.4703

[9]
ORCA calculation (ωB97M-V/def2-TZVPD) on a cluster of 2 separate species, C2H8N2S in total in a non-equilibrium geometry.

XYZ file:
```
13
Properties=species:S:1:pos:R:3:forces:R:3:mulliken_charge:R:1
C -0.026950 1.340544 -0.462609 0.67 0.05 -0.99 0.00
C 0.429039 0.415607 -1.321134 -0.31 -0.21 0.33 -0.47
N 0.075043 -0.975193 -1.140531 -0.32 0.53 -0.20 -0.46
N 0.169631 2.695281 -0.751784 -0.49 -0.59 0.45 -0.48
H -0.590829 1.033731 0.406052 -0.08 0.24 0.15 0.32
H 0.998229 0.664821 -2.209317 0.05 0.12 0.04 0.24
H 0.792308 -1.633174 -1.409290 0.14 0.04 -0.06 0.30
H -0.149234 -1.159565 0.223598 -0.09 -0.58 1.07 0.22
H -0.787310 -1.205319 -1.622792 0.07 -0.14 -0.05 0.30
H 0.824572 2.785246 -1.501732 0.30 0.49 -0.23 0.21
H 0.334809 3.330599 0.012463 0.00 -0.16 0.05 0.23
S -0.393128 -1.551579 1.738402 0.03 0.23 -0.52 -0.53
H 0.555781 -0.750241 2.242166 0.02 -0.01 -0.05 0.11
```
Positions in Å, forces in eV/Å.

Summary:
SMILES string: N/C=C/N.S
2S+1: 1
HOMO in eV: -8.11
Orbital gap in eV: 8.85
E in Ha: -588.6494

[10]
ORCA calculation (ωB97M-V/def2-TZVPD) on a cluster of 2 separate species, C2H8N3 in total in a non-equilibrium geometry.

XYZ file:
```
13
Properties=species:S:1:pos:R:3:forces:R:3:mulliken_charge:R:1
C -0.449007 0.489338 0.121255 2.11 -4.79 0.47 0.47
C -1.838835 0.549903 0.486278 0.55 -1.46 -1.67 -1.02
N 0.046403 -1.450142 -0.001868 -1.59 4.87 0.02 -0.49
N 0.516391 1.358940 0.125424 -0.73 1.41 0.51 -0.30
N 1.413529 -1.481583 -0.448446 1.25 0.16 0.43 -0.30
H -2.191219 1.367130 0.976400 -0.63 2.49 1.90 0.42
H -2.181466 -0.381462 0.897955 -0.02 -0.38 0.19 0.33
H -2.310007 0.651322 -0.493979 -0.21 -0.28 -0.38 0.30
H 0.486371 2.313304 0.649655 -0.04 -2.03 -1.63 0.30
H 1.260689 1.155912 -0.543738 0.24 0.54 0.83 0.24
H 2.189125 -1.158780 0.259064 -1.49 -1.22 -1.09 0.36
H 1.454961 -2.498223 -0.738997 0.76 1.24 0.51 0.37
H 1.603063 -0.915658 -1.289004 -0.18 -0.54 -0.09 0.34
```
Positions in Å, forces in eV/Å.

Summary:
2S+1: 1
Charge: +1
HOMO (spin up / spin down) in eV: -12.97 / -12.97
Orbital gap (spin up / spin down) in eV: 8.60 / 8.60
E in Ha: -244.8272